290
Properties=species:S:1:pos:R:3:lowdin_charge:R:1 method="wB97M-V/def2-TZVPD" multiplicity=1 smiles=CC1(C)CCCC(C)(C)N1O.CC1(C)CCCC(C)(C)N1O.CC1(C)CCCC(C)(C)N1O.CC1(C)CCCC(C)(C)N1O.CC1(C)CCCC(C)(C)N1O.CC1(C)CCCC(C)(C)N1O.CC1(C)CCCC(C)(C)N1O.CC1(C)CCCC(C)(C)N1O.CC1(C)CCCC(C)(C)N1O.COC[C@H](C)N.O
O 0.8777 0.5702 5.6220 -0.0936
H 0.5429 1.3938 5.1555 0.0093
H 0.2374 0.3782 6.3110 0.0292
C 3.3795 -8.9093 -3.6402 -0.0336
C 2.4539 -7.7263 -3.2357 -0.5025
C 1.4537 -8.0810 -2.1074 -0.1192
C 0.7838 -6.8133 -1.5672 -0.1888
C 1.7942 -5.8360 -1.0547 -0.1423
C 2.8459 -5.4230 -2.0759 -0.4897
N 3.4280 -6.6854 -2.7609 -0.0842
O 4.1938 -6.2306 -3.8343 -0.0629
C 2.2230 -4.5038 -3.1225 -0.0408
C 4.0648 -4.7168 -1.5009 -0.0380
C 1.6809 -7.2586 -4.4705 -0.0462
H 2.8555 -9.7902 -4.0303 0.0843
H 3.9950 -9.1902 -2.7835 0.0816
H 3.9969 -8.5209 -4.4436 0.0700
H 0.7589 -8.8087 -2.5426 0.1262
H 2.1054 -8.5931 -1.4133 0.1124
H 0.1729 -7.1816 -0.7433 0.1090
H 0.0766 -6.3901 -2.2876 0.1025
H 2.4150 -6.4171 -0.3663 0.1226
H 1.3889 -4.9876 -0.5024 0.1215
H 1.1668 -4.7630 -3.3283 0.0746
H 2.1968 -3.4462 -2.8245 0.0751
H 2.8648 -4.4819 -4.0235 0.0900
H 4.7052 -4.2605 -2.2614 0.0863
H 3.6967 -3.9526 -0.8223 0.0746
H 4.6376 -5.3918 -0.8753 0.0821
H 1.2174 -8.0942 -5.0092 0.0860
H 2.3515 -6.7649 -5.1914 0.0891
H 0.8245 -6.6243 -4.2525 0.0593
H 5.1114 -6.4231 -3.6775 0.1050
C 5.9711 2.1002 -4.6147 -0.0382
C 4.5974 2.0729 -5.2784 -0.4397
C 3.6187 3.0645 -4.5802 -0.1198
C 3.9706 4.4946 -4.9589 -0.1931
C 3.9891 4.7432 -6.4530 -0.1306
C 4.9461 3.8289 -7.2404 -0.4821
N 4.6894 2.4250 -6.7921 -0.1076
O 5.5770 1.5737 -7.4315 -0.0580
C 4.6344 3.7873 -8.7907 -0.0056
C 6.3907 4.2268 -6.9643 -0.0355
C 4.0830 0.5966 -5.3481 -0.0207
H 6.3341 3.1235 -4.5151 0.0573
H 6.6916 1.5686 -5.2433 0.0873
H 5.9816 1.6430 -3.6164 0.0816
H 2.6278 2.8186 -4.9763 0.0957
H 3.6495 2.7780 -3.5252 0.1082
H 4.8888 4.8263 -4.4526 0.1006
H 3.2001 5.1784 -4.5362 0.1213
H 4.1864 5.8169 -6.6161 0.1341
H 2.9934 4.5165 -6.8671 0.0915
H 4.7529 4.7692 -9.2613 0.0871
H 5.3826 3.1163 -9.2188 0.0776
H 3.6303 3.4159 -8.9865 0.0533
H 6.5703 4.4661 -5.9190 0.0578
H 7.0319 3.3634 -7.1789 0.0873
H 6.7639 5.1110 -7.4869 0.0879
H 4.8333 0.0647 -5.9407 0.0759
H 3.1165 0.5697 -5.8374 0.0697
H 4.0378 0.0632 -4.3987 0.0767
H 5.0500 1.0874 -8.0789 0.1183
C -4.6426 1.2910 8.2824 -0.0387
C -4.9783 0.2510 7.2057 -0.4919
C -3.8689 0.0855 6.1239 -0.1178
C -4.1382 -1.1452 5.2858 -0.1872
C -4.2575 -2.4426 6.1219 -0.0847
C -5.4261 -2.2659 7.1996 -0.4775
N -5.2179 -1.0093 7.9549 -0.1251
O -6.2925 -0.8018 8.8129 -0.0441
C -6.8354 -2.2164 6.5908 -0.0410
C -5.4038 -3.4582 8.1898 -0.0388
C -6.2744 0.7704 6.5538 -0.0428
H -5.5310 1.6451 8.8095 0.0786
H -4.0443 2.1343 7.9276 0.0849
H -4.0679 0.6702 8.9890 0.0882
H -3.8700 1.0425 5.5790 0.1112
H -2.8689 -0.0222 6.5544 0.1159
H -3.3435 -1.2274 4.5233 0.1019
H -5.0590 -0.9952 4.7055 0.0940
H -3.2820 -2.7456 6.5885 0.1138
H -4.5981 -3.3137 5.5186 0.1128
H -7.5742 -1.9369 7.3273 0.0830
H -6.9753 -1.6107 5.6994 0.0573
H -7.0781 -3.2376 6.2820 0.0800
H -4.4493 -3.5818 8.7124 0.0821
H -6.1822 -3.3554 8.9604 0.0805
H -5.6611 -4.3481 7.6090 0.0781
H -6.0385 1.7607 6.1295 0.0751
H -7.1370 0.9554 7.2021 0.0911
H -6.5902 0.1914 5.6806 0.0573
H -5.9157 -0.8068 9.6973 0.1124
C -7.4311 -2.3817 -0.3177 -0.0268
C -6.6623 -3.2216 0.7094 -0.5093
C -7.5215 -4.3834 1.3225 -0.1151
C -6.6894 -5.3147 2.2047 -0.1834
C -5.6618 -5.9746 1.2818 -0.1356
C -4.7186 -4.9025 0.7009 -0.5080
N -5.5548 -3.8684 -0.0243 -0.0672
O -4.6208 -2.8501 -0.4308 -0.0654
C -3.8802 -4.3843 1.8467 -0.0384
C -3.7791 -5.5160 -0.3567 -0.0355
C -6.1466 -2.3670 1.8597 -0.0356
H -6.8663 -1.5013 -0.5873 0.0714
H -8.3968 -2.0857 0.0836 0.0824
H -7.6133 -2.9631 -1.2225 0.0852
H -8.3838 -3.9612 1.8671 0.1263
H -7.8891 -4.9282 0.4493 0.1179
H -7.3511 -6.0964 2.5724 0.1097
H -6.2472 -4.8960 3.0936 0.0843
H -6.1630 -6.4492 0.4147 0.1253
H -5.1094 -6.7680 1.7972 0.1239
H -4.5032 -4.2573 2.7298 0.0509
H -3.0577 -5.0540 2.1073 0.0928
H -3.4304 -3.4358 1.5642 0.0653
H -4.4152 -5.8552 -1.1897 0.0888
H -2.9736 -4.8085 -0.6325 0.0808
H -3.3050 -6.4173 0.0521 0.0821
H -5.9100 -2.9461 2.7653 0.0568
H -6.9460 -1.6895 2.1504 0.0883
H -5.2438 -1.8067 1.5798 0.0825
H -4.5946 -3.0023 -1.3920 0.1124
C 4.2123 -2.3047 4.4095 -0.0244
C 3.2072 -3.4545 4.2898 -0.5175
C 3.6970 -4.7062 5.0531 -0.1224
C 2.5727 -5.7077 5.2465 -0.1930
C 1.4421 -5.1005 6.0204 -0.1481
C 0.8407 -3.9030 5.3251 -0.5153
N 1.9769 -2.9427 4.9499 -0.0258
O 1.3712 -1.9600 4.0379 -0.1062
C 0.1423 -4.3239 4.0395 -0.0258
C -0.0770 -3.1289 6.2157 -0.0341
C 2.8965 -3.8326 2.8546 -0.0319
H 5.0734 -2.4537 3.7499 0.0822
H 4.5689 -2.2524 5.4360 0.0761
H 3.7161 -1.3412 4.2208 0.0798
H 4.5730 -5.0926 4.5069 0.1297
H 4.0489 -4.3177 6.0341 0.1251
H 2.9838 -6.5592 5.7981 0.1136
H 2.2024 -6.1808 4.3273 0.1055
H 1.7790 -4.8063 7.0143 0.1241
H 0.6056 -5.7901 6.1705 0.1285
H 0.7439 -4.9848 3.4391 0.0563
H -0.7956 -4.8380 4.2780 0.0941
H -0.0938 -3.4290 3.4921 0.0522
H 0.5760 -2.7470 6.9996 0.0926
H -0.5509 -2.2973 5.6739 0.0817
H -0.8224 -3.7583 6.6766 0.0788
H 3.8080 -3.8037 2.2417 0.0915
H 2.1427 -3.1691 2.4608 0.0475
H 2.4898 -4.8367 2.8056 0.0573
H 1.2823 -1.1580 4.5791 0.0577
C 8.5888 3.8378 2.2027 -0.0321
C 7.5860 3.2832 1.1579 -0.4588
C 6.9043 1.9807 1.6734 -0.1441
C 5.6578 1.6258 0.9447 -0.1777
C 4.6962 2.8460 0.8930 -0.1187
C 5.2702 4.1583 0.3008 -0.4610
N 6.5447 4.3922 1.0465 -0.1197
O 7.1787 5.5395 0.6483 -0.0493
C 5.4913 4.0298 -1.2262 -0.0212
C 4.4149 5.4278 0.7004 -0.0170
C 8.3487 3.0208 -0.1495 -0.0294
H 8.0663 3.8392 3.1568 0.0812
H 8.8845 4.8378 1.9163 0.0732
H 9.5029 3.2574 2.3266 0.0807
H 7.7210 1.2646 1.6923 0.1253
H 6.6000 2.0864 2.7085 0.1152
H 5.1284 0.9219 1.6023 0.1091
H 5.7975 1.1377 -0.0221 0.1049
H 4.5006 3.0733 1.9486 0.0926
H 3.6935 2.7182 0.4725 0.1114
H 5.8284 3.0272 -1.4863 0.0568
H 4.5259 4.1002 -1.7358 0.0737
H 6.1677 4.7886 -1.6645 0.0874
H 3.3443 5.2572 0.4768 0.0717
H 4.5366 5.6559 1.7575 0.0797
H 4.8032 6.2881 0.1508 0.0757
H 7.8357 2.3100 -0.7988 0.0713
H 9.3523 2.6326 0.0124 0.0836
H 8.5029 3.9443 -0.7064 0.0729
H 7.4413 5.5320 -0.2746 0.0733
C 0.2615 2.1320 -10.5320 -0.0324
C -0.2915 2.9986 -9.4023 -0.5244
C -1.7875 3.2280 -9.5452 -0.1549
C -2.3966 3.7598 -8.3120 -0.1901
C -2.1528 2.8188 -7.1204 -0.1165
C -0.6220 2.6390 -6.8676 -0.4440
N 0.0204 2.2165 -8.1768 -0.0880
O 1.3724 1.9787 -7.9782 -0.0549
C -0.0491 3.9931 -6.3101 -0.0171
C -0.4109 1.4933 -5.8261 -0.0260
C 0.4420 4.3235 -9.3894 -0.0246
H -0.2661 1.1688 -10.5005 0.0911
H 1.3213 1.9063 -10.4106 0.0764
H 0.0969 2.6238 -11.4967 0.0875
H -1.9362 3.8815 -10.4100 0.1303
H -2.2765 2.2747 -9.8169 0.1321
H -3.4490 3.9052 -8.5462 0.1145
H -1.9897 4.7257 -8.0083 0.0976
H -2.5435 1.8302 -7.3586 0.1163
H -2.5505 3.0756 -6.1410 0.1160
H 1.0361 3.9915 -6.2597 0.0480
H -0.4002 4.8819 -6.8332 0.0572
H -0.4341 4.1136 -5.2889 0.0870
H 0.6253 1.4082 -5.5258 0.0561
H -0.9762 1.8147 -4.9489 0.0597
H -0.8308 0.5419 -6.1574 0.0906
H 1.4830 4.1353 -9.1276 0.0619
H 0.0461 5.0172 -8.6457 0.0631
H 0.4615 4.8447 -10.3453 0.0937
H 1.9961 2.6907 -7.7825 0.0493
C -5.2279 3.3874 3.6777 -0.0684
C -4.8573 4.4262 2.6803 -0.4932
C -3.2879 4.5810 2.6319 -0.0862
C -2.6197 3.3431 1.9555 -0.1721
C -3.1644 3.2096 0.5493 -0.1403
C -4.6610 3.0101 0.5091 -0.5201
N -5.3582 4.0896 1.2798 -0.0492
O -6.7600 3.7434 1.4312 -0.0667
C -5.2462 3.0690 -0.8836 -0.0401
C -5.0798 1.6451 1.0834 -0.0282
C -5.5985 5.7095 3.1010 -0.0293
H -6.2928 3.1987 3.5461 0.0919
H -5.0643 3.7184 4.7012 0.0872
H -4.6678 2.4594 3.6088 0.0548
H -3.0276 5.5196 2.1344 0.1055
H -2.9467 4.6609 3.6678 0.1152
H -2.7194 2.4159 2.5126 0.0897
H -1.5412 3.5154 1.8217 0.0902
H -2.6935 2.3651 0.0206 0.1041
H -2.9012 4.1357 0.0395 0.1238
H -6.3327 3.0064 -0.8567 0.0780
H -5.0172 4.0603 -1.3147 0.0920
H -4.8605 2.2816 -1.5393 0.0855
H -4.5886 1.4029 2.0374 0.0613
H -6.1465 1.5651 1.2133 0.0807
H -4.7166 0.9040 0.3695 0.0757
H -5.3516 5.9882 4.1173 0.0812
H -6.6482 5.4443 3.0264 0.0730
H -5.3514 6.5212 2.4070 0.0866
H -7.1718 4.4620 0.9507 0.1011
C -1.0337 -0.2970 2.3428 0.0038
C -0.5994 -0.6285 0.8771 -0.4534
C -1.7255 -1.2932 0.1021 -0.1296
C -1.3711 -1.4026 -1.3945 -0.1560
C -1.1888 0.0294 -1.8684 -0.1319
C -0.0273 0.7480 -1.2312 -0.5184
N -0.2889 0.7141 0.2382 -0.0405
O 0.7607 1.3396 0.9500 -0.0670
C 1.2888 0.1120 -1.6464 -0.0214
C 0.0540 2.2182 -1.6302 -0.0203
C 0.5669 -1.5966 0.9581 -0.0324
H -0.3564 0.4261 2.8120 0.0592
H -2.0529 0.0833 2.3049 0.0703
H -1.0192 -1.2282 2.9164 0.0699
H -1.8909 -2.3087 0.4598 0.1064
H -2.6975 -0.8156 0.0736 0.1061
H -0.4838 -2.0070 -1.5741 0.0900
H -2.2258 -1.8365 -1.9172 0.1082
H -2.0819 0.5652 -1.5394 0.1140
H -1.1163 0.1774 -2.9546 0.1206
H 1.2737 -0.9887 -1.6191 0.0616
H 2.1291 0.4447 -1.0141 0.0841
H 1.5931 0.3568 -2.6611 0.0805
H 0.9655 2.7275 -1.3491 0.0707
H -0.7866 2.7162 -1.1129 0.0758
H -0.1169 2.4190 -2.7022 0.0774
H 1.5133 -1.1737 1.3367 0.0957
H 0.2501 -2.4002 1.6302 0.0673
H 0.7310 -2.1194 0.0016 0.0677
H 1.5991 0.8867 0.9606 0.0672
C 2.6533 2.9441 4.0380 -0.0455
C 1.2916 3.6755 3.9360 -0.3724
C 1.2860 4.5210 2.6182 -0.2137
O 0.1422 5.3218 2.5425 -0.1893
C 0.0608 5.9778 1.3238 -0.1163
N 0.1861 2.7132 3.9206 0.0489
H 2.6417 2.2299 3.2293 0.0633
H 2.8083 2.3973 4.9761 0.0786
H 3.4465 3.6817 3.9436 0.0736
H 1.1685 4.3328 4.7928 0.1404
H 1.3332 3.7715 1.8110 0.1161
H 2.1788 5.1485 2.6303 0.1121
H 0.2510 5.2752 0.5002 0.0882
H 0.8218 6.7647 1.2932 0.0912
H -0.9469 6.4089 1.2467 0.0883
H -0.6587 3.2760 3.9440 0.0768
H 0.2263 2.3285 2.9699 0.0516

62
Properties=species:S:1:pos:R:3:lowdin_charge:R:1 method="wB97M-V/def2-TZVPD" multiplicity=1
C -0.6865 -0.2318 -2.0655 -0.2450
N -0.8950 -0.0871 -0.5895 -0.0724
C -1.4126 -1.3590 -0.0583 -0.2374
C -1.4695 -1.3733 1.5086 -0.1582
C -0.5317 -2.4314 2.0127 -0.1872
C 0.7908 -2.4214 1.9380 0.0078
C -0.1496 1.0376 -2.6458 -0.0836
H -1.6046 -0.5625 -2.5757 0.0993
H -0.0481 -1.1478 -2.1854 0.1182
H 0.0590 0.0873 -0.2046 0.0914
H -2.4673 -1.3645 -0.4618 0.0764
H -0.8263 -2.2160 -0.4046 0.0831
H -1.0955 -0.4168 1.9333 0.1018
H -2.5102 -1.5177 1.8300 0.0989
H -1.0105 -3.2383 2.6015 0.1062
H 1.4246 -3.0850 2.4795 0.0509
H 1.3461 -1.7175 1.3405 0.0516
H 0.2658 1.0086 -3.6417 0.0830
H -0.8303 1.8703 -2.5110 0.0816
H 0.7349 1.3867 -2.1079 0.0284
H 1.6322 -3.3332 -1.7708 -0.0267
H 3.1368 -2.8996 -1.5697 0.0220
O 2.3517 -2.7528 -2.0977 -0.0917
H 1.0677 3.0255 3.6904 0.0539
H 0.2838 1.8027 3.2097 0.0050
O 1.1756 2.1559 3.3036 -0.0430
H 3.4288 2.2514 -3.4357 0.0432
H 2.8408 2.3561 -2.0210 -0.0201
O 3.2834 2.8528 -2.7094 -0.0333
H 0.6266 2.2311 -0.6575 0.0057
H -0.7142 2.3456 0.2070 0.0195
O 0.0142 2.8457 -0.1814 -0.0746
H -2.4201 -3.6461 -1.7477 0.0538
H -2.6644 -3.7491 -0.3952 0.0479
O -2.2488 -4.3247 -1.0600 -0.0491
H -2.7132 0.8952 -0.0240 0.0361
H -3.9107 1.8714 0.0730 0.0733
O -3.3534 1.2954 0.5993 -0.0448
H -4.9610 -0.4612 0.8910 0.0366
H -4.6301 -2.0388 0.5783 0.0387
O -5.0157 -1.2133 0.3084 -0.0384
H 2.0378 0.1012 -0.3488 0.0616
H 2.5637 1.2028 0.6373 0.0216
O 2.1574 1.0513 -0.2337 -0.0683
H -4.6046 -1.5876 -1.5760 0.0191
H -3.7989 -1.5600 -2.8523 0.0597
O -3.7706 -1.8614 -1.9436 -0.0571
H 4.6047 2.0373 0.6602 0.0006
H 4.0676 1.8032 -0.8203 -0.0295
O 4.7108 2.2377 -0.2806 -0.0571
H 3.1595 2.5632 1.9542 0.0220
H 2.9945 1.2344 2.7124 0.0472
O 3.5587 1.6766 2.0678 -0.0868
H 1.3909 3.6785 0.6433 0.0178
H 2.7903 3.9837 0.1741 0.0564
O 2.2775 3.9323 1.0071 -0.0802
H -0.5307 -4.2037 -1.0835 0.0037
H 0.5330 -4.9494 -0.3139 0.0647
O 0.4502 -4.2857 -1.0065 -0.0762
H -1.7870 2.7412 2.6391 0.0674
H -2.1114 1.5785 1.7954 -0.0177
O -1.5595 1.8012 2.5699 -0.0777

44
Properties=species:S:1:pos:R:3:lowdin_charge:R:1 method="wB97M-V/def2-TZVPD" multiplicity=1 smiles="CC[C@H](C(=O)OCCN(CC)CC)c1ccccc1"
C -1.2701 3.4790 -0.0160 -0.0872
C 0.1556 3.4169 0.5169 -0.1980
H 0.1365 3.1862 1.5826 0.1140
C 0.9794 2.3436 -0.2061 -0.1978
C 2.4414 2.4163 0.1733 -0.1884
C 2.8462 2.1620 1.4782 -0.0257
C 4.1826 2.2443 1.8253 -0.0753
C 5.1301 2.5825 0.8737 -0.0942
C 4.7344 2.8328 -0.4286 -0.0848
C 3.3976 2.7474 -0.7771 -0.0312
H 3.0950 2.9415 -1.7963 0.1123
H 5.4681 3.0942 -1.1771 0.1011
H 6.1733 2.6475 1.1456 0.0997
H 4.4859 2.0423 2.8421 0.1028
H 2.1117 1.8847 2.2191 0.1142
C 0.4862 0.9557 0.1572 -0.4705
O 0.1375 0.6062 1.2549 0.1185
O 0.5354 0.1467 -0.9050 0.0221
C 0.1438 -1.2089 -0.6977 -0.1415
H 0.5171 -1.5316 0.2780 0.1199
C -1.3788 -1.3373 -0.7784 -0.1807
N -1.8119 -2.7198 -0.8638 -0.1909
C -1.3912 -3.5429 0.2609 -0.2412
H -0.3015 -3.6185 0.2203 0.1084
C -1.8119 -3.0668 1.6561 -0.0685
H -1.4949 -3.7980 2.3952 0.0731
H -1.3536 -2.1125 1.9028 0.0626
H -2.8924 -2.9624 1.7221 0.0668
H -1.7868 -4.5446 0.0896 0.1014
C -3.2336 -2.8068 -1.1678 -0.2634
C -3.6395 -4.1918 -1.6616 -0.0896
H -3.6804 -4.9152 -0.8519 0.0606
H -2.9282 -4.5380 -2.4064 0.0780
H -4.6262 -4.1396 -2.1152 0.0694
H -3.8652 -2.5182 -0.3110 0.1131
H -3.4279 -2.0900 -1.9703 0.1123
H -1.6991 -0.8326 -1.6958 0.1273
H -1.8260 -0.7988 0.0738 0.1229
H 0.6153 -1.7847 -1.4952 0.1372
H 0.8832 2.4623 -1.2888 0.1477
H 0.6455 4.3838 0.3843 0.1216
H -1.2750 3.7045 -1.0807 0.0764
H -1.8339 4.2516 0.5014 0.0730
H -1.7734 2.5270 0.1373 0.0726

Number 1: frontier orbital gap 8.7 eV, total energy -128542.662 eV. Number 2: frontier orbital gap 9.5 eV, total energy -37042.136 eV. Number 3: frontier orbital gap 9.4 eV, total energy -22583.124 eV.